Formula: C9H64NO26V
Source: the Open Molecules 2025 dataset
Level of theory: ωB97M-V/def2-TZVPD

Each line ends with the Löwdin charge.
Positions of all 101 atoms, in Å:
O: 34.649 -7.985 2.950  -0.35
V: 33.779 -7.361 1.741  1.00
O: 34.340 -5.913 1.500  -0.32
C: 32.196 -4.046 3.142  0.00
C: 31.521 -4.981 4.205  -0.44
C: 30.370 -4.264 4.990  -0.09
C: 29.015 -4.172 4.248  -0.16
C: 28.643 -5.541 3.633  -0.12
C: 29.778 -6.183 2.842  -0.48
N: 30.979 -6.242 3.690  -0.14
O: 31.960 -7.103 3.257  -0.22
C: 29.921 -5.482 1.517  -0.02
C: 29.270 -7.642 2.689  -0.03
C: 32.584 -5.241 5.296  -0.01
H: 32.499 -4.545 2.227  0.05
H: 33.060 -3.597 3.624  0.06
H: 31.436 -3.288 2.937  0.07
H: 30.752 -3.244 5.082  0.12
H: 30.255 -4.703 5.978  0.10
H: 29.143 -3.467 3.421  0.08
H: 28.172 -3.783 4.813  0.09
H: 27.768 -5.357 3.007  0.13
H: 28.388 -6.165 4.493  0.11
H: 30.915 -5.601 1.087  0.06
H: 29.844 -4.405 1.697  0.07
H: 29.128 -5.634 0.783  0.10
H: 29.910 -8.176 1.973  0.06
H: 28.263 -7.759 2.289  0.09
H: 29.436 -8.244 3.583  0.06
H: 32.878 -4.317 5.795  0.09
H: 33.459 -5.669 4.807  0.08
H: 32.247 -5.869 6.122  0.07
O: 35.009 -2.930 2.240  -0.07
H: 34.318 -2.246 2.116  0.00
H: 34.716 -3.661 1.690  -0.01
O: 29.529 -0.118 3.463  -0.04
H: 29.230 -0.478 4.307  0.02
H: 29.715 0.808 3.652  0.07
O: 30.262 -1.095 0.953  -0.07
H: 29.389 -1.184 0.557  0.06
H: 30.087 -0.806 1.869  0.00
O: 32.771 -6.781 8.559  -0.07
H: 32.204 -7.553 8.460  0.02
H: 32.173 -6.030 8.475  -0.02
O: 30.515 -5.208 8.789  -0.03
H: 30.455 -4.545 9.485  0.06
H: 29.856 -4.945 8.140  0.03
O: 30.864 -8.124 5.926  -0.05
H: 30.960 -8.703 5.151  -0.01
H: 31.244 -7.285 5.646  0.00
O: 34.894 -2.380 5.419  -0.07
H: 34.924 -3.056 4.728  0.00
H: 34.385 -1.650 5.026  0.01
O: 26.668 -5.750 7.605  -0.06
H: 27.588 -6.061 7.533  0.04
H: 26.153 -6.550 7.747  0.06
O: 33.424 -0.534 3.941  -0.03
H: 33.295 0.415 4.041  0.07
H: 32.535 -0.892 3.830  0.04
O: 34.379 -3.394 7.978  -0.08
H: 35.192 -3.030 8.336  0.03
H: 34.512 -3.377 7.014  -0.02
O: 29.787 -8.240 -0.933  -0.05
H: 29.562 -8.317 -1.865  0.06
H: 28.938 -8.271 -0.473  0.03
O: 36.322 -5.089 4.994  -0.04
H: 36.873 -5.514 4.330  0.04
H: 35.427 -5.372 4.784  0.00
O: 26.626 -3.024 7.527  -0.06
H: 26.635 -3.988 7.378  -0.01
H: 25.984 -2.898 8.233  0.07
O: 32.972 -1.538 0.800  -0.06
H: 32.079 -1.378 1.173  0.00
H: 32.827 -2.164 0.085  0.05
O: 27.761 -0.983 5.885  -0.06
H: 27.126 -0.596 5.270  0.05
H: 27.237 -1.606 6.418  0.00
O: 28.799 -11.284 4.350  -0.07
H: 29.554 -10.688 4.215  -0.02
H: 29.061 -12.107 3.929  0.03
O: 25.270 -3.708 5.106  -0.04
H: 24.532 -4.314 5.222  0.06
H: 25.917 -3.990 5.753  -0.01
O: 32.235 -7.257 0.174  -0.09
H: 31.288 -7.410 -0.003  0.04
H: 32.531 -6.657 -0.524  0.09
O: 31.321 -10.011 3.954  -0.05
H: 31.612 -9.271 3.387  0.04
H: 32.077 -10.608 4.000  0.09
O: 26.680 -2.246 2.736  -0.06
H: 26.229 -2.693 3.468  0.00
H: 27.597 -2.180 3.020  -0.01
O: 28.085 -7.944 6.678  -0.06
H: 28.818 -7.797 6.057  0.00
H: 27.494 -8.551 6.218  0.05
O: 30.419 -0.218 7.919  -0.05
H: 29.801 -0.446 7.217  0.00
H: 30.400 -0.971 8.516  0.03
O: 27.786 -10.167 0.331  -0.05
H: 27.053 -9.582 0.549  0.04
H: 28.189 -10.377 1.183  0.04

Cartesian forces, eV/Å:
O -1.110 0.152 -2.074
V -1.646 1.324 3.825
O 0.191 -0.337 -0.476
C -1.194 -0.143 0.959
C -0.057 0.272 1.018
C -0.291 0.730 -1.125
C 0.948 -0.656 -0.957
C 0.181 1.551 1.268
C -1.357 -1.474 0.564
N 0.332 0.413 -0.387
O 1.462 -1.072 -1.277
C 0.432 1.476 -0.333
C 1.563 -0.684 -1.082
C -0.013 -0.253 -0.388
H -0.022 -0.029 0.119
H -0.021 0.156 -0.314
H 0.337 0.244 -0.486
H -0.073 0.037 0.581
H 0.079 -0.139 0.032
H 0.074 0.118 -0.038
H 0.157 0.010 0.476
H -0.043 -0.474 -0.094
H -0.200 -0.311 -0.260
H -0.231 -0.271 -0.101
H 0.149 0.035 -0.009
H 0.036 -0.657 0.080
H 0.005 0.106 -0.209
H -0.165 0.411 0.326
H -0.509 0.404 0.325
H -0.074 0.192 -0.319
H 0.028 -0.226 0.273
H 0.084 -0.267 -0.188
O -0.224 0.402 0.190
H 0.484 -0.351 -0.188
H 0.032 -0.093 0.040
O 0.151 0.140 0.186
H -0.130 -0.246 0.211
H -0.018 0.006 -0.117
O -0.218 0.003 0.425
H 0.041 -0.011 -0.038
H -0.205 0.012 -0.237
O 0.260 -0.244 -0.102
H -0.025 0.059 -0.062
H -0.014 -0.042 0.142
O -0.397 0.192 -0.019
H 0.111 -0.029 0.022
H 0.057 0.063 -0.005
O -0.485 -0.089 0.214
H 0.237 0.094 0.472
H 0.036 -0.068 -0.217
O -0.304 -0.192 -0.092
H 0.463 0.233 -0.156
H 0.193 -0.179 0.093
O 0.297 0.377 0.059
H -0.544 -0.389 -0.109
H 0.146 0.001 -0.087
O -0.362 0.107 -0.156
H 0.113 -0.015 0.028
H 0.056 -0.001 0.038
O -0.236 -0.250 0.021
H 0.042 -0.011 -0.081
H 0.122 0.413 0.267
O 0.114 0.395 0.076
H 0.093 -0.033 0.006
H 0.078 -0.331 0.094
O -0.018 0.031 -0.007
H -0.046 0.037 -0.032
H 0.047 -0.150 0.031
O 0.169 0.011 -0.078
H 0.071 0.077 0.628
H 0.022 0.038 -0.024
O -0.294 0.145 0.530
H 0.560 -0.170 -0.755
H -0.100 0.042 -0.017
O 0.067 0.170 -0.331
H -0.024 -0.018 0.064
H 0.118 -0.181 0.114
O -0.119 0.220 -0.181
H 0.013 -0.255 0.069
H 0.009 -0.016 0.051
O -0.220 0.001 -0.472
H -0.004 0.024 -0.125
H 0.049 0.029 0.106
O 0.801 -0.199 -0.262
H -0.161 -0.493 0.000
H -0.034 0.009 0.069
O 0.244 0.069 -0.772
H -0.089 0.081 0.298
H -0.021 0.056 0.213
O -0.066 0.016 0.090
H -0.047 -0.045 -0.054
H -0.012 0.017 0.030
O -0.195 0.117 -0.301
H 0.413 -0.328 0.376
H 0.085 -0.008 0.060
O -0.020 0.036 -0.081
H -0.178 -0.020 0.020
H 0.081 -0.009 -0.008
O 0.016 0.326 0.031
H -0.098 -0.189 0.073
H -0.032 -0.032 0.001

Charge = 0
Orbital gap = 5.87 eV
ΔE to the lowest compared entry with this formula, charge and spin = 0.00 kJ/mol
LUMO energy = -0.071 Eh
E_tot = -3336.23699 Ha